Entry 1:
The following is a DFT calculation (ωB97M-V/def2-TZVPD) of C26H22CrN9O4S as an isolated structure.

The geometry in XYZ format:
```
63
Properties=species:S:1:pos:R:3:mulliken_charge:R:1
Cr -0.141 -0.569 -0.376 0.12
C 3.637 1.352 0.670 -1.55
C 2.243 0.822 0.580 0.71
N 1.870 -0.145 -0.184 1.12
N 2.729 -0.815 -0.981 -1.24
C 2.052 -1.761 -1.632 0.72
O 0.821 -2.019 -1.489 -0.91
C 2.830 -2.582 -2.604 0.34
C 4.218 -2.512 -2.676 -0.18
C 4.907 -3.299 -3.585 -0.67
C 4.214 -4.154 -4.432 -0.31
C 2.829 -4.216 -4.369 -0.67
C 2.138 -3.435 -3.457 -0.40
C 1.155 1.396 1.384 0.24
C 1.350 2.432 2.296 -0.66
C 0.266 2.909 3.009 -0.52
C -0.987 2.346 2.813 -0.54
C -1.108 1.317 1.893 -0.40
N -0.070 0.856 1.197 0.42
H 4.275 0.785 -0.003 0.35
H 4.029 1.271 1.687 0.35
H 3.662 2.405 0.384 0.32
H 4.742 -1.835 -2.016 0.42
H 5.987 -3.243 -3.636 0.37
H 4.753 -4.766 -5.144 0.36
H 2.285 -4.872 -5.037 0.37
H 1.059 -3.457 -3.400 0.39
H 2.331 2.865 2.421 0.35
H 0.396 3.724 3.710 0.40
H -1.858 2.699 3.347 0.41
H -2.051 0.832 1.676 0.31
C -4.692 2.391 0.334 -0.87
C -3.569 3.351 0.411 0.91
N -3.541 4.453 1.099 -0.90
N -2.286 4.938 0.882 0.25
C -1.533 4.164 0.068 -0.11
S 0.049 4.375 -0.405 -0.40
N -2.389 3.155 -0.252 0.42
N -2.061 1.967 -0.906 -0.49
H -5.510 2.747 0.956 0.40
H -4.364 1.406 0.670 -0.10
H -5.046 2.280 -0.692 0.33
H -1.970 5.784 1.315 0.19
H -1.156 2.071 -1.375 0.11
H -2.729 1.801 -1.653 0.34
N -9.362 -4.551 0.919 -0.55
C -8.317 -4.096 0.758 0.05
C -7.019 -3.533 0.561 0.58
C -6.006 -4.296 -0.024 -0.66
C -4.751 -3.753 -0.204 -0.50
C -4.469 -2.436 0.195 0.74
C -5.503 -1.683 0.773 -0.22
C -6.760 -2.219 0.957 -0.74
C -3.171 -1.888 0.019 0.17
C -2.054 -1.415 -0.134 -0.78
H -6.211 -5.311 -0.336 0.43
H -3.964 -4.336 -0.660 0.50
H -5.300 -0.666 1.077 0.24
H -7.548 -1.628 1.404 0.42
O -1.918 0.497 -3.444 -0.67
N -0.712 0.217 -3.367 0.97
O -0.110 -0.346 -4.269 -0.67
O -0.058 0.585 -2.315 -0.47
```

Values from the calculation:
**Net charge**: -1
**Kohn-Sham gap (spin up / spin down)**: 6.9 / 7.4 eV
**<S²>**: 6.022
**Spin multiplicity**: 5
**LUMO level (spin up / spin down)**: 0.0739 / 0.0672 Ha

=====

Entry 2:
The following is a DFT calculation (ωB97M-V/def2-TZVPD) of a 2-piece molecular cluster, CH6O2 overall.

The geometry in XYZ format:
```
9
Properties=species:S:1:pos:R:3:mulliken_charge:R:1
C 1.094 -1.229 0.840 -0.52
O 0.744 0.157 0.665 -0.46
H 1.868 -1.361 1.591 0.29
H 0.192 -1.779 1.116 0.20
H 1.424 -1.651 -0.112 0.21
H 1.272 0.626 1.315 0.30
O -1.725 1.117 -1.522 -0.63
H -1.404 1.228 -0.619 0.31
H -2.029 0.209 -1.601 0.31
```

Values from the calculation:
**Net charge**: 0
**Kohn-Sham gap**: 11.5 eV
**SMILES string**: CO.O
**LUMO level**: 0.0284 Ha

=====

Entry 3:
The following is a DFT calculation (ωB97M-V/def2-TZVPD) of a 8-piece molecular cluster, C27H48N3O12 overall.

The geometry in XYZ format:
```
90
Properties=species:S:1:pos:R:3:mulliken_charge:R:1
C -0.588 3.729 4.467 -1.03
C 0.032 3.892 3.036 0.77
O 1.284 4.045 2.902 -0.41
N -0.792 3.699 1.787 0.43
H -0.531 2.771 1.507 -0.18
H -1.650 3.658 1.847 0.30
C -0.348 4.598 0.691 -0.70
H 0.172 4.051 5.292 0.33
H -0.431 2.636 4.577 0.25
H -1.579 4.252 4.630 0.36
H 0.722 4.520 0.467 0.27
H -0.486 5.771 1.028 0.32
H -1.115 4.374 -0.172 0.32
C -4.856 -0.697 0.041 -0.60
C -4.660 -1.090 1.400 0.49
O -5.462 -1.764 1.963 -0.45
N -3.429 -0.617 2.130 0.41
H -2.595 -0.721 1.467 -0.19
H -3.529 0.395 2.315 0.40
C -3.039 -1.087 3.467 -0.67
H -5.460 0.259 0.142 0.42
H -5.482 -1.486 -0.619 0.28
H -4.015 -0.323 -0.620 -0.10
H -3.036 -2.173 3.309 0.27
H -3.909 -0.819 4.200 0.39
H -2.122 -0.562 4.067 0.22
N 0.058 0.484 0.524 0.85
O -0.610 0.838 1.557 -0.91
O 0.611 1.389 -0.069 -0.61
O 0.197 -0.637 0.259 -0.42
C -2.085 -4.561 0.822 -1.23
C -2.347 -3.691 -0.349 0.58
C -3.857 -3.749 -0.727 -2.05
O -2.078 -2.339 -0.039 0.40
H -2.670 -4.384 1.765 0.21
H -1.039 -4.441 1.054 0.18
H -2.249 -5.667 0.830 0.41
H -1.906 -4.017 -1.319 0.40
H -4.519 -3.583 -0.077 0.69
H -3.902 -4.766 -0.874 0.70
H -3.983 -3.215 -1.766 0.13
H -1.349 -1.963 -0.270 -0.16
C 1.129 -0.329 -2.972 -0.30
C 2.408 -0.902 -3.613 0.15
C 3.624 -0.732 -2.671 -1.18
O 2.178 -2.295 -3.792 -0.62
H 0.284 -0.464 -3.619 0.24
H 1.337 0.614 -2.698 0.35
H 0.979 -0.907 -2.041 -0.30
H 2.508 -0.479 -4.664 0.37
H 3.694 -1.174 -1.624 0.05
H 3.991 0.282 -2.493 0.34
H 4.468 -1.082 -3.152 0.54
H 2.324 -2.623 -2.880 0.36
C 3.473 -2.608 1.967 -1.03
C 2.376 -3.218 1.026 1.72
C 2.534 -4.659 0.843 -1.78
O 1.104 -2.960 1.486 -0.58
H 3.305 -2.988 3.065 0.28
H 3.477 -1.500 1.753 0.11
H 4.398 -3.027 1.614 0.39
H 2.468 -2.817 -0.062 -0.62
H 3.466 -5.097 0.544 0.44
H 1.874 -5.167 -0.052 0.24
H 2.186 -5.178 1.597 0.55
H 0.643 -1.946 1.350 0.31
C -2.135 2.567 -4.832 -0.62
C -2.793 1.327 -5.547 -0.55
C -3.100 0.035 -4.853 0.22
O -3.847 -0.863 -5.226 -0.51
C -2.707 0.052 -3.429 0.10
C -2.083 1.138 -2.715 0.59
C -1.621 2.399 -3.435 0.46
O -0.897 3.170 -2.839 -0.50
H -2.020 3.546 -5.227 0.48
H -2.966 1.525 -6.558 0.46
H -3.020 -0.776 -2.718 0.12
H -1.944 1.171 -1.532 -0.30
C 3.726 2.287 1.422 -0.13
C 4.061 2.498 -0.065 -0.36
C 5.210 3.551 -0.430 0.17
O 5.705 3.561 -1.502 -0.46
C 5.855 4.233 0.765 -0.44
C 5.372 3.999 2.210 -0.49
C 4.364 3.069 2.472 0.59
O 4.250 2.684 3.674 -0.60
H 2.992 1.469 1.770 0.41
H 3.389 2.085 -0.775 0.59
H 6.505 5.122 0.772 0.37
H 6.112 4.396 3.045 0.32
```

Values from the calculation:
**Net charge**: +1
**Kohn-Sham gap**: 7.0 eV
**LUMO level**: -0.1595 Ha

=====

Entry 4:
The following is a DFT calculation (ωB97M-V/def2-TZVPD) of one molecule with the formula C23H33N3O2.

The geometry in XYZ format:
```
61
Properties=species:S:1:pos:R:3:mulliken_charge:R:1
O -0.684 0.401 -2.438 -0.65
C 0.155 1.238 -2.177 0.81
C 1.579 1.200 -2.750 -1.56
N 2.529 0.326 -2.101 0.29
C 2.755 0.515 -0.682 -0.36
C 4.187 0.052 -0.380 -1.24
C 4.442 -1.392 -0.802 -0.58
C 3.912 -1.641 -2.211 -1.16
C 2.499 -1.084 -2.434 -0.11
C 1.389 -1.850 -1.693 -1.20
C 1.382 -1.620 -0.183 -0.09
N 0.079 -1.989 0.344 0.02
C -0.081 -2.366 1.628 -0.15
O 0.869 -2.529 2.371 -0.70
C -1.508 -2.655 2.102 0.91
C -1.683 -2.052 3.502 -1.28
C -1.771 -0.531 3.426 -0.50
C -2.942 -0.103 2.547 -0.80
C -2.779 -0.674 1.142 1.12
C -2.650 -2.196 1.194 -1.92
C 1.686 -0.161 0.195 0.10
N -0.059 2.299 -1.348 -0.05
C -1.218 2.626 -0.629 0.46
C -1.093 3.513 0.438 -0.43
C -2.204 3.877 1.174 -0.63
C -3.450 3.368 0.851 -0.63
C -3.576 2.492 -0.213 -0.56
C -2.470 2.116 -0.954 -0.16
H 1.999 2.213 -2.737 0.42
H 1.497 0.877 -3.791 0.45
H 2.718 1.594 -0.478 0.44
H 4.395 0.175 0.684 0.40
H 4.862 0.705 -0.938 0.47
H 3.981 -2.077 -0.093 0.16
H 5.516 -1.588 -0.782 0.48
H 3.922 -2.708 -2.435 0.40
H 4.570 -1.139 -2.924 0.41
H 2.285 -1.165 -3.507 0.43
H 1.478 -2.916 -1.903 0.32
H 0.433 -1.508 -2.097 0.40
H 2.091 -2.282 0.320 0.20
H -0.716 -1.757 -0.228 0.51
H -1.553 -3.748 2.194 0.29
H -0.831 -2.345 4.117 0.50
H -2.593 -2.449 3.958 0.47
H -0.840 -0.137 3.011 0.20
H -1.890 -0.119 4.431 0.38
H -2.998 0.986 2.496 0.24
H -3.874 -0.469 2.984 0.39
H -1.896 -0.225 0.684 -0.71
H -3.639 -0.403 0.527 0.33
H -2.541 -2.609 0.188 0.46
H -3.579 -2.604 1.604 0.57
H 1.992 -0.125 1.241 0.66
H 0.754 0.403 0.109 -0.45
H 0.740 2.880 -1.134 0.26
H -0.120 3.914 0.690 0.36
H -2.094 4.562 2.002 0.39
H -4.318 3.654 1.426 0.40
H -4.547 2.097 -0.474 0.39
H -2.571 1.430 -1.778 0.46
```

Values from the calculation:
**Net charge**: 0
**Kohn-Sham gap**: 9.0 eV
**SMILES string**: O=C(CN1[C@@H]2CCC[C@H]1C[C@H](NC(=O)C1CCCCC1)C2)Nc1ccccc1
**LUMO level**: 0.0213 Ha